C51H127N7O19 | wB97M-V/def2-TZVPD

Computed properties:
Highest occupied orbital energy, eV: -8.3
HOMO-LUMO gap, eV: 8.57
LUMO energy, eV: 0.3
SMILES: CC1(C)CCCC(C)(C)N1O.COCCNCCOC.COCCNCCOC.COCCNCCOC.COCCNCCOC.COCCNCCOC.COCCNCCOC.OCCO.OCCO.OCCO

Geometry as ORCA input:
```
! wB97M-V def2-TZVPD RIJCOSX def2/J DEFGRID3
* xyz 0 1
C 2.089 0.210 0.225
C 0.613 -0.190 0.183
C 0.097 -0.156 -1.265
C 0.406 -1.665 0.592
C 0.418 -1.840 2.115
C -0.663 -0.960 2.730
C -0.436 0.523 2.418
C -1.738 1.238 2.740
C 0.704 1.149 3.248
N -0.268 0.683 0.966
O -0.203 2.015 0.565
H 2.758 -0.346 -0.437
H 2.241 1.278 0.074
H 2.447 -0.106 1.213
H 0.513 -0.848 -2.002
H -0.991 -0.212 -1.305
H 0.363 0.811 -1.715
H -0.460 -2.161 0.160
H 1.325 -2.186 0.298
H 0.229 -2.863 2.436
H 1.387 -1.510 2.494
H -0.736 -1.146 3.806
H -1.646 -1.225 2.329
H -1.775 2.276 2.401
H -2.019 1.242 3.796
H -2.547 0.771 2.170
H 0.511 0.977 4.307
H 0.706 2.231 3.076
H 1.720 0.822 3.021
H 0.573 2.415 1.005
C 2.279 2.876 -2.492
O 2.144 4.195 -2.961
C 2.029 4.297 -4.374
C 1.355 5.595 -4.732
N -0.018 5.603 -4.291
C -0.723 6.866 -4.383
C -0.666 7.455 -5.805
O -1.203 6.576 -6.758
C -2.543 6.232 -6.530
H 3.247 2.487 -2.862
H 1.484 2.212 -2.843
H 2.437 2.909 -1.414
H 1.407 3.485 -4.764
H 3.054 4.328 -4.756
H 1.452 5.690 -5.818
H 1.893 6.462 -4.309
H -0.064 5.267 -3.335
H -0.184 7.608 -3.763
H -1.728 6.791 -3.985
H 0.369 7.709 -6.040
H -1.145 8.444 -5.826
H -3.004 5.909 -7.467
H -3.165 7.071 -6.194
H -2.617 5.380 -5.845
C -1.481 -4.310 4.218
O -0.160 -4.682 3.936
C 0.734 -4.254 4.947
C 2.123 -4.692 4.579
N 2.580 -3.891 3.440
C 3.958 -4.224 3.098
C 4.481 -3.275 2.020
O 3.963 -3.670 0.775
C 4.664 -3.185 -0.339
H -2.164 -4.969 3.676
H -1.717 -3.316 3.822
H -1.779 -4.360 5.266
H 0.402 -4.668 5.911
H 0.689 -3.168 5.109
H 2.052 -5.748 4.268
H 2.845 -4.661 5.392
H 2.004 -4.055 2.625
H 4.015 -5.213 2.614
H 4.632 -4.279 3.951
H 5.578 -3.319 2.068
H 4.227 -2.224 2.195
H 5.664 -3.630 -0.333
H 4.644 -2.099 -0.454
H 4.199 -3.616 -1.228
C -3.897 -1.299 4.220
O -3.547 -2.175 5.273
C -4.236 -1.865 6.463
C -3.606 -2.572 7.642
N -2.582 -1.868 8.377
C -1.545 -1.298 7.517
C -0.543 -0.555 8.369
O 0.201 -1.501 9.122
C 1.300 -0.897 9.759
H -4.955 -1.195 3.970
H -3.352 -1.561 3.311
H -3.466 -0.322 4.491
H -5.288 -2.164 6.382
H -4.254 -0.784 6.670
H -3.370 -3.620 7.389
H -4.449 -2.832 8.299
H -2.100 -2.455 9.049
H -2.068 -0.578 6.879
H -0.994 -1.958 6.833
H -1.059 0.174 9.008
H 0.187 0.014 7.777
H 1.855 -0.288 9.040
H 1.974 -1.667 10.127
H 0.983 -0.284 10.607
C 2.138 -7.959 -7.522
O 2.285 -7.315 -6.267
C 2.791 -6.016 -6.367
C 2.452 -5.243 -5.106
N 1.028 -5.220 -4.812
C 0.251 -4.301 -5.635
C -1.000 -3.940 -4.858
O -0.684 -3.257 -3.677
C -1.849 -2.722 -3.068
H 1.226 -7.564 -7.987
H 2.222 -9.027 -7.350
H 2.928 -7.690 -8.239
H 2.380 -5.509 -7.259
H 3.876 -5.972 -6.546
H 2.909 -4.247 -5.005
H 2.919 -5.830 -4.304
H 0.891 -5.035 -3.829
H -0.035 -4.782 -6.578
H 0.875 -3.432 -5.905
H -1.591 -4.838 -4.628
H -1.700 -3.385 -5.500
H -1.627 -2.221 -2.126
H -2.507 -3.563 -2.836
H -2.240 -1.918 -3.700
C -2.502 6.078 -0.826
O -1.093 6.203 -0.738
C -0.558 5.396 0.286
C 0.946 5.373 0.174
N 1.496 4.431 1.140
C 2.932 4.254 1.229
C 3.718 5.449 1.800
O 3.436 5.783 3.146
C 3.674 4.725 4.051
H -2.765 5.022 -0.959
H -2.756 6.637 -1.724
H -3.051 6.515 0.015
H -0.828 4.346 0.112
H -0.923 5.774 1.244
H 1.449 6.343 0.298
H 1.254 5.049 -0.823
H 1.239 4.689 2.093
H 3.382 3.998 0.266
H 3.120 3.401 1.885
H 3.509 6.365 1.241
H 4.787 5.260 1.637
H 4.685 4.303 4.035
H 2.964 3.913 3.878
H 3.526 5.106 5.061
C -9.248 -0.659 -3.191
O -7.972 -0.429 -2.693
C -7.825 -0.807 -1.341
C -6.344 -0.657 -1.015
N -6.029 -0.945 0.385
C -4.624 -0.607 0.679
C -3.672 -1.440 -0.194
O -3.932 -2.817 -0.155
C -3.666 -3.391 1.106
H -9.246 -0.514 -4.269
H -10.037 -0.023 -2.751
H -9.663 -1.655 -2.958
H -8.166 -1.835 -1.174
H -8.472 -0.162 -0.737
H -6.062 0.382 -1.178
H -5.832 -1.378 -1.657
H -6.018 -1.966 0.442
H -4.387 -0.729 1.732
H -4.574 0.423 0.313
H -2.650 -1.264 0.198
H -3.465 -1.016 -1.178
H -2.836 -2.838 1.557
H -3.367 -4.438 1.041
H -4.563 -3.380 1.734
O 2.427 -0.366 -5.448
C 3.185 -0.435 -4.242
C 3.377 -1.832 -3.661
O 4.619 -2.321 -4.158
H 2.953 0.142 -6.069
H 4.178 0.016 -4.362
H 2.729 0.247 -3.508
H 2.474 -2.406 -3.869
H 3.509 -1.676 -2.590
H 4.485 -3.145 -4.636
O 5.972 3.065 0.885
C 6.609 1.950 0.289
C 6.120 0.717 1.046
O 6.693 -0.488 0.572
H 6.213 3.851 0.382
H 6.501 1.911 -0.806
H 7.708 1.965 0.372
H 5.028 0.657 0.981
H 6.452 0.855 2.072
H 6.626 -0.543 -0.386
O -3.672 1.025 -2.556
C -2.834 1.919 -1.815
C -1.688 2.457 -2.656
O -2.116 3.444 -3.594
H -4.374 1.570 -2.924
H -3.378 2.852 -1.616
H -2.462 1.413 -0.927
H -1.031 1.685 -3.077
H -0.981 2.935 -1.953
H -1.305 3.642 -4.088
*
```


C16H33Br6O10 | wB97M-V/def2-TZVPD

Computed properties:
Highest occupied orbital energy, eV: -3.1
HOMO-LUMO gap, eV: 5.35
LUMO energy, eV: 2.3

Geometry as ORCA input:
```
! wB97M-V def2-TZVPD RIJCOSX def2/J DEFGRID3
* xyz -1 1
C 0.181 -0.135 -0.269
O -0.649 0.437 0.618
H 1.158 0.413 -0.203
H 0.425 -1.221 -0.106
H -0.086 -0.191 -1.353
Br 4.217 0.957 -2.209
C 4.078 -0.569 -0.991
C 5.378 -1.269 -0.744
Br 6.268 -1.970 -2.372
H 3.398 -1.320 -1.396
H 3.569 -0.214 -0.095
H 5.256 -2.119 -0.077
H 6.166 -0.683 -0.273
Br 0.621 4.563 2.319
C 1.865 3.190 1.721
C 3.298 3.635 2.016
Br 4.526 2.248 1.399
H 1.667 2.906 0.691
H 1.583 2.308 2.294
H 3.423 3.795 3.081
H 3.420 4.570 1.473
Br 4.143 -4.566 -1.035
C 2.876 -5.024 0.453
C 2.115 -3.784 0.813
Br 0.965 -4.199 2.338
H 3.425 -5.410 1.310
H 2.261 -5.849 0.107
H 1.537 -3.370 -0.013
H 2.676 -2.939 1.207
C -2.464 5.745 -1.503
O -1.652 4.908 -2.287
C -0.639 4.291 -1.664
O -0.436 4.297 -0.484
O 0.134 3.719 -2.569
C 1.420 3.221 -2.159
H -1.923 6.469 -0.894
H -3.134 5.157 -0.874
H -3.131 6.333 -2.136
H 1.854 3.956 -1.483
H 2.018 3.138 -3.063
H 1.251 2.219 -1.763
C -4.307 -3.067 -2.407
O -3.421 -2.218 -3.111
C -3.170 -1.018 -2.573
O -3.606 -0.616 -1.534
O -2.324 -0.411 -3.409
C -2.040 0.949 -3.125
H -3.801 -3.328 -1.476
H -4.418 -3.958 -3.025
H -5.300 -2.645 -2.254
H -1.292 1.396 -3.774
H -1.739 1.108 -2.085
H -2.966 1.521 -3.241
C -0.754 -1.424 2.761
O -1.668 -1.860 3.782
C -2.917 -2.161 3.438
O -3.345 -2.188 2.310
O -3.621 -2.371 4.528
C -4.972 -2.827 4.413
H -1.141 -0.496 2.344
H -0.559 -2.186 2.014
H 0.208 -1.256 3.245
H -5.076 -3.660 3.727
H -5.627 -1.993 4.147
H -5.200 -2.933 5.475
*
```


C14H18B3FO3S | wB97M-V/def2-TZVPD

Computed properties:
Highest occupied orbital energy, eV: -9.5
HOMO-LUMO gap, eV: 10.00
LUMO energy, eV: 0.4
SMILES: FCCB1OBOB(S)O1.c1ccccc1.c1ccccc1

Geometry as ORCA input:
```
! wB97M-V def2-TZVPD RIJCOSX def2/J DEFGRID3
* xyz 0 1
F -3.779 -0.241 3.357
C -2.857 -0.143 2.290
C -3.605 0.141 0.994
B -5.061 -0.435 1.108
O -5.299 -1.763 1.428
B -6.214 -1.953 2.449
O -7.214 -1.018 2.628
B -6.950 0.260 2.163
S -7.521 1.676 3.114
O -6.180 0.386 1.016
H -2.291 -1.072 2.240
H -2.166 0.664 2.530
H -3.081 -0.310 0.147
H -3.667 1.213 0.812
H -6.114 -2.894 3.163
H -6.972 2.582 2.296
C 2.078 0.487 -0.011
C 2.670 0.816 1.201
C 1.949 1.510 2.163
C 0.634 1.877 1.912
C 0.044 1.552 0.698
C 0.764 0.856 -0.263
H 2.639 -0.059 -0.759
H 3.697 0.531 1.397
H 2.411 1.764 3.108
H 0.071 2.417 2.662
H -0.980 1.843 0.498
H 0.303 0.602 -1.209
C 4.733 0.234 -3.041
C 4.832 0.105 -4.419
C 5.321 -1.071 -4.972
C 5.713 -2.116 -4.147
C 5.618 -1.986 -2.769
C 5.128 -0.810 -2.217
H 4.348 1.150 -2.609
H 4.529 0.921 -5.063
H 5.397 -1.172 -6.047
H 6.092 -3.033 -4.579
H 5.927 -2.799 -2.125
H 5.055 -0.709 -1.141
*
```


CH4ClNO2S | wB97M-V/def2-TZVPD

Computed properties:
Highest occupied orbital energy, eV: -10.3
HOMO-LUMO gap, eV: 10.47
LUMO energy, eV: 0.2

Geometry as ORCA input:
```
! wB97M-V def2-TZVPD RIJCOSX def2/J DEFGRID3
* xyz 0 1
C -0.360 -0.055 -1.189
N 0.664 0.529 2.511
O -1.536 0.501 -1.650
O -0.300 -0.029 0.221
S 0.958 0.644 1.058
Cl 2.440 -0.818 0.419
H 0.464 0.526 -1.618
H -2.285 0.029 -1.260
H -0.254 -1.108 -1.495
H 0.208 -0.217 3.003
*
```


C5H10N2O | wB97M-V/def2-TZVPD

Computed properties:
Highest occupied orbital energy, eV: -8.9
HOMO-LUMO gap, eV: 9.72
LUMO energy, eV: 0.9

Geometry as ORCA input:
```
! wB97M-V def2-TZVPD RIJCOSX def2/J DEFGRID3
* xyz 0 1
C -0.159 0.670 0.109
C -1.123 0.521 -1.081
C -0.316 -1.594 0.210
C 0.848 -0.539 0.104
C 1.119 1.427 0.575
H -1.835 0.358 0.954
H -0.918 0.659 -2.204
H -2.134 0.782 -0.858
H -1.288 -1.446 -1.686
H -0.717 -1.871 1.075
H 0.385 -2.539 0.112
H 1.343 -0.738 -0.842
H 2.606 0.378 1.095
H 1.532 1.882 -0.442
H 1.116 2.262 1.161
N -1.230 -1.016 -0.829
N 1.679 0.173 1.185
O -0.907 0.631 1.365
*
```


C3H11NO2 | wB97M-V/def2-TZVPD

Computed properties:
Highest occupied orbital energy, eV: -9.5
HOMO-LUMO gap, eV: 9.91
LUMO energy, eV: 0.5
SMILES: C[C@@H](O)CN.O

Geometry as ORCA input:
```
! wB97M-V def2-TZVPD RIJCOSX def2/J DEFGRID3
* xyz 0 1
C -0.473 -1.449 -1.076
C 0.694 -0.488 -0.744
O 0.461 0.797 -1.295
C 0.886 -0.410 0.763
N 2.046 0.275 1.279
H -0.311 -2.444 -0.648
H -0.438 -1.686 -2.141
H -1.424 -1.062 -0.715
H 1.554 -0.940 -1.238
H -0.106 1.241 -0.650
H 0.804 -1.380 1.264
H -0.040 0.061 1.145
H 2.859 0.086 0.691
H 2.027 1.286 1.153
O -3.072 1.665 0.648
H -2.791 2.085 1.465
H -2.677 2.362 0.100
*
```


C13H36Cu2O15 | wB97M-V/def2-TZVPD

Computed properties:
Highest occupied orbital energy, eV: -6.1
HOMO-LUMO gap, eV: 2.29
LUMO energy, eV: -3.8

Geometry as ORCA input:
```
! wB97M-V def2-TZVPD RIJCOSX def2/J DEFGRID3
* xyz 0 1
Cu -5.482 -8.737 9.147
Cu -9.104 -11.615 5.116
C -3.871 -8.343 4.237
O -3.746 -8.429 3.015
O -3.026 -8.027 5.038
O -4.958 -8.733 4.723
C 0.405 -6.612 -1.101
C 0.763 -5.709 0.179
O -0.436 -5.118 0.690
O 0.020 -7.916 -0.780
H 1.340 -6.814 -1.623
H -0.399 -6.298 -1.766
H 1.403 -4.922 -0.221
H 1.303 -6.290 0.927
H -0.980 -5.876 0.917
H -0.726 -7.871 -0.177
C -8.909 -3.077 4.239
C -10.098 -2.092 4.370
O -10.218 -1.688 5.730
O -9.234 -4.325 4.889
H -8.035 -2.541 4.607
H -8.676 -3.358 3.212
H -11.070 -2.570 4.241
H -10.030 -1.317 3.607
H -10.099 -0.751 5.906
H -8.512 -4.958 4.875
C 2.685 -11.293 4.941
C 3.593 -12.447 5.220
O 4.516 -12.571 4.113
O 2.029 -11.017 6.115
H 1.983 -11.470 4.126
H 3.261 -10.423 4.625
H 2.971 -13.342 5.238
H 4.051 -12.211 6.180
H 5.218 -11.929 4.240
H 1.359 -10.406 5.799
C 0.182 -3.242 8.207
C -1.294 -2.862 8.146
O -2.081 -3.934 8.565
O 0.477 -4.142 7.154
H 0.357 -3.482 9.256
H 0.895 -2.427 8.088
H -1.633 -2.586 7.148
H -1.550 -1.997 8.759
H -1.982 -4.609 7.890
H -0.314 -4.670 7.026
C -8.304 -8.082 -1.909
C -9.104 -8.668 -0.697
O -8.229 -9.607 -0.036
O -7.355 -7.124 -1.458
H -8.903 -7.582 -2.670
H -7.742 -8.908 -2.347
H -9.933 -9.332 -0.941
H -9.449 -7.862 -0.049
H -7.420 -9.146 0.201
H -6.709 -7.480 -0.843
C -3.280 -15.608 3.523
C -3.009 -17.039 3.828
O -2.394 -17.773 2.825
O -3.946 -14.992 4.689
H -4.048 -15.518 2.754
H -2.417 -14.995 3.263
H -3.882 -17.612 4.139
H -2.389 -17.065 4.725
H -2.962 -17.820 2.052
H -3.864 -14.040 4.593
*
```


C5H5FIrLiO4 | wB97M-V/def2-TZVPD

Computed properties:
Highest occupied orbital energy (spin up / spin down), eV: -19.8 / -22.5
HOMO-LUMO gap (spin up / spin down), eV: 5.20 / 5.73
LUMO energy (spin up / spin down), eV: -14.6 / -16.8

Geometry as ORCA input:
```
! wB97M-V def2-TZVPD RIJCOSX def2/J DEFGRID3
* xyz 3 6
H -0.378 -1.059 -2.154
O -0.947 -1.535 -0.210
O 0.966 -2.228 0.519
O -0.745 -1.869 1.960
C 0.051 -1.284 -1.177
C 1.039 -2.196 -0.809
C -0.395 -2.119 0.847
H 1.996 -2.424 -1.275
C 0.918 1.517 0.087
C -0.297 2.231 -0.074
O -1.354 1.843 0.528
Ir -3.193 2.278 0.109
Li -0.860 0.572 2.036
F 0.974 1.043 1.395
H 1.840 2.055 -0.147
H -0.365 2.921 -0.927
H 0.749 0.256 -0.707
*
```